Here is an isolated molecule of C5H9NS2 in a non-equilibrium geometry from the OMol25 dataset. Energies are from ωB97M-V with the def2-TZVPD basis set.

## Properties
Total energy = -1046.8897 Ha
SMILES string = S=C[C@@H]1NCC[C@@H]1S
Frontier orbital gap = 8.24 eV
ΔE to the lowest compared entry with this formula, charge and spin = 416.6 kJ/mol
LUMO energy = -0.59 eV
Maximum force = 8.29 eV/A

The geometry in XYZ format:
```
17
C5H9NS2 ωB97M-V with the def2-TZVPD basis set
N 0.3042 -1.1142 -0.7325
H -1.1819 -2.1676 0.5324
C -1.0039 -1.2657 -0.3027
H -1.7909 -1.4385 -1.0179
H -2.3767 0.3917 0.3423
C -0.2046 0.9760 0.5338
S 3.8009 0.3107 0.1825
S -0.0106 2.2210 -0.4346
H -1.3459 2.8082 -0.3796
C -1.3817 -0.0335 0.6032
H 0.1519 1.2754 1.5238
H 2.2347 -0.3521 -1.7196
H 1.1744 -0.6574 1.0833
C 2.3252 0.1489 -0.5211
C 0.9457 -0.1385 0.1419
H -0.0675 -0.7050 -1.5316
H -1.5733 -0.2595 1.6962
```